{
  "formula": "C28H56Cl10LiNO29S7",
  "method": "ωB97M-V/def2-TZVPD",
  "lumo_ev": [1.424, 1.392],
  "multiplicity": 2,
  "charge": -1,
  "s_squared": 0.752,
  "e_homo_ev": [-0.421, -5.351],
  "orbital_gap_ev": [1.845, 6.743],
  "elements": ["Li", "C", "C", "C", "C", "C", "C", "N", "O", "C", "C", "C", "H", "H", "H", "H", "H", "H", "H", "H", "H", "H", "H", "H", "H", "H", "H", "H", "H", "H", "C", "C", "O", "S", "O", "O", "O", "H", "H", "H", "H", "C", "C", "O", "S", "O", "O", "O", "H", "H", "H", "H", "C", "C", "O", "S", "O", "O", "O", "H", "H", "H", "H", "C", "C", "O", "S", "O", "O", "O", "H", "H", "H", "H", "C", "C", "O", "S", "O", "O", "O", "H", "H", "H", "H", "C", "C", "O", "S", "O", "O", "O", "H", "H", "H", "H", "C", "C", "O", "S", "O", "O", "O", "H", "H", "H", "H", "C", "Cl", "Cl", "H", "H", "C", "Cl", "Cl", "H", "H", "C", "Cl", "Cl", "H", "H", "C", "Cl", "Cl", "H", "H", "C", "Cl", "Cl", "H", "H"],
  "coordinates": [[-1.921496, 0.887100, 0.073414], [1.709834, -0.200657, -1.447744], [0.477587, -0.466406, -0.564282], [0.695096, -1.911819, 0.111959], [1.544577, -1.909328, 1.370438], [0.942898, -0.852215, 2.315085], [0.825714, 0.606733, 1.751030], [0.059048, 0.592420, 0.427045], [-0.159310, 1.985576, -0.127734], [2.276049, 1.238252, 1.776640], [0.006787, 1.324072, 2.893961], [-0.669482, -0.615534, -1.613700], [1.665911, 0.797471, -1.883536], [1.879758, -0.963841, -2.207202], [2.625798, -0.310847, -0.867253], [1.106350, -2.537614, -0.680091], [-0.331386, -2.205799, 0.331069], [2.545837, -1.566937, 1.108998], [1.596806, -2.912554, 1.793412], [1.477637, -1.001731, 3.253069], [-0.048422, -1.234893, 2.557875], [2.044562, 2.265982, 1.496847], [2.880048, 0.850577, 0.956281], [2.806542, 1.067285, 2.713361], [0.134556, 0.940263, 3.906109], [-1.069342, 1.377339, 2.728983], [0.304399, 2.372453, 2.914419], [-0.585774, -1.523036, -2.211644], [-0.715627, 0.204857, -2.329892], [-1.641317, -0.833522, -1.170826], [-5.917292, 1.098488, 4.361806], [-4.814494, 1.853931, 5.164504], [-3.776280, 1.961913, 4.189521], [-4.322531, 2.604715, 2.759041], [-3.493387, 2.197310, 1.592998], [-4.696701, 4.012282, 2.931094], [-5.704638, 1.585598, 3.020087], [-6.885831, 1.376065, 4.777725], [-5.837304, 0.011425, 4.361648], [-4.475263, 1.326503, 6.056042], [-5.132101, 2.828735, 5.534615], [-4.805388, 1.110569, -3.959887], [-3.498014, 1.071664, -3.120351], [-3.838637, 0.479268, -1.864303], [-5.471218, 0.226568, -1.660686], [-5.979214, 0.909884, -0.496210], [-5.772961, -1.192627, -1.861973], [-5.850814, 1.107132, -3.010539], [-4.771045, 0.238839, -4.613348], [-4.837381, 2.031392, -4.542264], [-3.146119, 2.088544, -2.946546], [-2.689487, 0.399116, -3.406819], [5.648338, -0.831500, -1.703054], [6.099539, 0.073120, -0.493829], [7.372034, 0.598775, -1.008048], [7.701552, 0.218443, -2.600289], [9.083469, -0.156993, -2.770314], [7.070117, 1.203650, -3.514906], [6.822560, -1.136794, -2.471298], [4.906864, -0.398600, -2.374564], [5.336088, -1.797350, -1.305897], [6.327128, -0.471960, 0.422245], [5.401833, 0.897491, -0.346440], [1.022075, -3.495476, -3.707754], [1.606481, -4.917672, -3.695594], [2.980996, -4.656173, -3.491776], [3.490013, -3.463895, -4.502576], [3.687530, -3.946727, -5.866849], [4.595213, -2.731827, -3.868576], [2.042261, -2.753712, -4.348224], [0.737383, -3.118496, -2.725445], [0.099420, -3.416616, -4.282724], [1.354311, -5.473917, -4.598423], [1.195111, -5.427463, -2.824390], [-1.051980, -7.348564, 1.934941], [-1.629202, -6.194388, 1.006476], [-0.472106, -5.620288, 0.464623], [0.977195, -6.427029, 0.871840], [2.065358, -5.469520, 1.176999], [1.195788, -7.475893, -0.116687], [0.331767, -7.132920, 2.188639], [-1.084818, -8.307076, 1.416984], [-1.611989, -7.441268, 2.865469], [-2.173213, -5.456340, 1.595908], [-2.374434, -6.492753, 0.269110], [0.435088, 3.666279, -2.872283], [-0.883608, 4.224760, -2.297152], [-1.464503, 5.097194, -3.251759], [-0.375280, 5.707277, -4.325153], [0.378774, 6.795047, -3.657317], [-0.939312, 5.919782, -5.640861], [0.428187, 4.231482, -4.190283], [0.562784, 2.583895, -2.856777], [1.164804, 4.204802, -2.267624], [-0.780856, 4.837380, -1.401480], [-1.703172, 3.519983, -2.156788], [-2.226756, -2.877274, 3.928758], [-2.798241, -1.542466, 4.447403], [-3.856661, -1.206838, 3.617280], [-3.591187, -1.655320, 2.038915], [-2.764346, -0.706405, 1.300413], [-4.745699, -2.227357, 1.379020], [-2.600539, -2.886427, 2.518541], [-2.461863, -3.849054, 4.362880], [-1.137295, -2.911106, 3.932253], [-2.037052, -0.765812, 4.521583], [-3.319791, -1.538818, 5.404519], [0.180692, 5.448202, 1.625217], [-1.246156, 4.724982, 2.301132], [-0.127589, 6.710739, 0.326100], [0.683651, 5.893952, 2.483378], [0.737994, 4.654594, 1.127519], [-1.002932, 2.796205, 6.837316], [-1.691167, 1.170754, 6.855196], [-2.354113, 4.000079, 6.673009], [-0.412095, 2.954075, 7.739581], [-0.386245, 2.807972, 5.938620], [-0.616918, 1.452290, -6.317272], [0.060262, 0.483329, -4.990400], [-2.334295, 0.891426, -6.738786], [-0.515374, 2.514662, -6.095580], [0.014876, 1.339768, -7.198338], [3.532019, 0.743432, -4.508688], [3.219252, 1.424470, -6.069873], [3.661143, 2.070593, -3.306643], [2.747164, 0.044830, -4.218760], [4.526130, 0.304177, -4.591788], [4.121695, 2.529256, 4.925709], [5.162118, 1.888662, 6.269488], [2.633868, 3.389860, 5.477697], [4.742866, 3.246032, 4.388602], [3.879458, 1.673421, 4.295652]],
  "forces_ev_per_a": [[0.3, 0.7, 0.7], [0.6, 0.4, 0.9], [0.1, -0.6, -0.8], [-0.9, 1.7, -0.5], [-0.4, 1.3, -0.8], [-0.3, -1.5, -0.7], [0.1, -1.2, 1.6], [0.7, 0.5, 0.7], [0.2, -2.6, 0.4], [-1.6, -0.2, -1.7], [0.0, 1.0, -1.1], [-0.1, -0.5, 0.5], [0.1, -0.1, 0.0], [-0.6, -0.1, -0.3], [0.2, 0.5, 0.3], [0.0, -0.2, 0.0], [0.0, -0.6, 0.2], [0.4, -0.3, 0.0], [0.0, 0.1, 0.2], [0.3, 1.0, 0.2], [-0.5, 0.2, -0.1], [0.7, 0.4, 0.4], [0.1, -0.2, 0.0], [-0.4, 0.3, 0.0], [0.4, -0.4, -0.1], [-0.1, -0.4, -0.3], [0.0, 0.1, 0.1], [0.6, -0.1, -0.1], [0.0, 0.2, 0.3], [-0.3, 0.5, 0.4], [0.6, 1.0, 0.6], [-0.7, -0.9, -0.4], [1.9, 0.8, 0.5], [-1.3, -0.2, -0.9], [-0.2, 0.4, 1.5], [0.8, -1.3, 0.1], [-1.1, -0.1, -0.7], [-0.2, 0.1, -0.4], [0.3, 0.1, 0.1], [0.4, -0.3, -0.3], [-0.2, 0.2, -0.4], [1.7, -0.5, 0.1], [-0.1, 0.0, 0.4], [-1.8, -0.3, 1.3], [-0.1, -0.5, -0.1], [0.9, -0.9, -1.9], [0.8, 2.7, 0.1], [-0.3, -0.7, 1.0], [-0.7, -0.1, -0.1], [-0.3, -0.1, 0.1], [0.2, -0.1, 0.1], [-0.1, 0.5, -1.0], [0.0, -0.7, 1.0], [0.8, 0.0, -2.5], [0.6, 0.6, -0.8], [-1.4, 0.7, 0.1], [-1.8, 0.7, 0.4], [1.5, -2.5, 2.4], [0.6, 1.0, -0.5], [0.0, 0.1, 0.4], [-0.3, 0.1, -0.3], [-0.1, 0.0, -0.2], [0.1, -0.1, 0.1], [-0.6, -1.0, -0.4], [-1.3, 0.8, 0.8], [1.7, -0.3, -0.8], [0.5, -0.8, 0.3], [-0.7, 0.9, 2.5], [-2.8, -1.4, -1.1], [1.2, 1.9, -0.9], [0.8, 0.1, 0.2], [0.2, 0.0, -0.4], [0.5, 0.0, -0.1], [0.5, -0.3, 0.0], [-1.4, -0.7, -1.0], [0.3, -0.7, 1.8], [2.7, 0.2, -0.4], [0.1, 0.6, -0.8], [-3.3, -2.5, -0.5], [-0.2, 1.8, 1.4], [0.8, 1.6, -0.4], [-0.3, 0.0, -0.1], [0.4, 0.2, 0.1], [0.4, 0.3, 0.2], [0.6, -0.6, -0.3], [-0.9, 2.2, 0.9], [-1.2, -0.4, 0.8], [-0.2, 2.2, -2.5], [0.8, -0.6, 3.3], [-1.5, -2.6, -1.9], [0.9, -0.8, 1.9], [0.7, 1.1, -2.3], [-0.1, 0.3, -0.3], [0.7, -0.6, -0.3], [0.4, -0.5, 0.1], [0.5, -0.4, 0.3], [0.8, 0.2, -0.9], [0.4, -0.4, 1.6], [-1.1, 0.3, -2.9], [0.4, -0.2, -0.2], [-0.8, -1.0, 1.0], [1.3, 0.7, 1.2], [-0.4, 0.2, -0.2], [-1.0, 0.3, 0.2], [0.1, 0.6, 0.0], [0.1, 0.1, -0.5], [0.5, -0.6, 0.4], [0.2, 0.1, -0.4], [-0.7, 0.0, -0.1], [0.1, -0.6, 0.9], [0.3, 0.2, -0.6], [0.1, 0.2, 0.1], [-0.6, 0.2, -0.6], [0.1, -0.4, 0.3], [1.0, -0.4, 0.2], [-0.4, 0.2, -0.1], [-0.1, 0.4, 0.2], [-0.1, -0.2, -0.6], [-0.4, 0.2, -0.3], [1.5, 0.8, 0.4], [-0.8, -0.1, 0.5], [-0.3, -0.6, 0.0], [0.7, 0.3, 0.5], [-0.4, 0.2, -1.0], [-0.1, -0.4, 0.0], [0.2, 0.2, 0.0], [-0.3, -0.2, 0.3], [0.4, 0.1, 0.4], [-0.7, 0.4, -0.5], [0.8, -0.6, -0.2], [-0.3, -0.1, 0.1], [-0.2, 0.3, 0.3]],
  "mulliken_spin": [-0.85, -0.01, 0.02, 0.03, 0.00, 0.03, -0.10, 0.05, 0.02, 0.00, 0.10, -0.05, 0.00, 0.00, 0.00, 0.00, 0.01, 0.00, 0.00, -0.01, 0.00, 0.00, 0.00, 0.00, 0.01, 0.05, 0.00, 0.02, 0.00, 0.02, 0.09, -0.02, -0.30, 1.43, 0.31, -0.14, -0.22, -0.01, -0.02, 0.05, -0.03, 0.00, -0.05, 0.06, -0.15, 0.08, 0.03, 0.01, 0.00, 0.00, -0.01, 0.00, 0.00, 0.00, 0.00, 0.00, 0.00, 0.00, 0.00, 0.00, 0.00, 0.00, 0.00, 0.00, 0.00, 0.00, 0.00, 0.00, 0.00, 0.00, 0.00, 0.00, 0.00, 0.00, 0.00, -0.01, -0.01, 0.01, 0.00, 0.00, 0.00, 0.00, 0.00, 0.02, 0.00, 0.00, -0.01, 0.00, 0.00, 0.00, 0.00, 0.00, 0.00, 0.00, 0.00, 0.02, 0.07, -0.02, 0.00, 0.39, 0.32, 0.00, -0.28, -0.01, 0.01, -0.01, 0.02, 0.00, 0.02, 0.00, 0.00, 0.00, -0.01, 0.06, 0.01, 0.00, 0.01, 0.00, 0.00, 0.00, 0.00, 0.00, 0.00, 0.00, 0.00, 0.00, 0.00, 0.00, 0.00, 0.00, 0.00, 0.00]
}